No. 1
Here is 2 unconnected molecules or ions with the total composition C4H9NO2 in a non-equilibrium geometry from OMol25. Energies are from ωB97M-V with the def2-TZVPD basis set.

Last column: natural (NBO) charge in e.
Element x y z (Å)
1 C -1.480653 2.516201 -1.002089  -0.458
2 N -1.702224 1.127060 -1.322461  -0.480
3 C -0.956330 0.218084 -0.894482  0.402
4 O 0.052707 0.298065 -0.001418  -0.711
5 H -0.859808 2.976114 -1.777281  0.205
6 H -2.450497 3.009611 -1.016936  0.215
7 H -1.016989 2.698419 -0.025437  0.161
8 H -1.120135 -0.807770 -1.200365  0.184
9 H 0.453255 1.214048 0.045194  0.492
10 C 1.268236 -1.882163 1.676932  -0.720
11 C 1.296420 -1.923265 0.183209  0.477
12 O 0.536281 -2.515067 -0.524472  -0.549
13 H 0.318472 -2.257614 2.049322  0.230
14 H 1.413213 -0.857402 2.009018  0.228
15 H 2.083724 -2.493081 2.063841  0.234
16 H 2.164325 -1.321240 -0.262574  0.089

Forces on atoms 1 to 3 (eV/Å):
C -0.052 -0.015 0.097
N 0.015 0.027 -0.587
C -0.620 -0.079 -0.073

Calculated values
SMILES: C/N=C\O.CC=O
Highest occupied orbital energy, eV: -9.7316
Charge: 0


No. 2
Here is a molecular structure, C4H9NO2 in a non-equilibrium geometry from OMol25. Energies are from ωB97M-V with the def2-TZVPD basis set.

Last column: natural (NBO) charge in e.
Element x y z (Å)
1 C -0.209731 -0.042377 -2.360503  -0.044
2 C 1.089398 0.300601 -2.061432  -0.394
3 N -1.133025 -0.349448 -1.312861  -0.837
4 H -0.623055 0.054723 -3.380792  0.199
5 H 1.780923 0.607469 -2.865349  0.216
6 H 1.360891 0.355923 -1.025043  0.226
7 H -0.405819 -0.727942 -0.380644  0.463
8 H -1.484653 0.461057 -0.754855  0.460
9 H -1.898006 -1.014498 -1.555396  0.407
10 O -1.122896 0.859661 1.218367  -0.720
11 C -0.214769 0.043569 1.502417  0.799
12 O 0.239682 -0.826616 0.645374  -0.743
13 C 0.521442 0.057025 2.857047  -0.719
14 H 1.533346 -0.323983 2.715725  0.226
15 H 0.576196 1.103281 3.165669  0.229
16 H -0.009925 -0.558448 3.592271  0.233

Forces on atoms 1 to 3 (eV/Å):
C 2.221 1.435 -0.530
C -2.673 -0.320 -1.452
N -1.058 -0.290 -0.121

Calculated values
Highest occupied orbital energy, eV: -9.5689
Charge: 0


No. 3
Here is C4H9NO2 in the gas phase in a non-equilibrium geometry from OMol25. Energies are from ωB97M-V with the def2-TZVPD basis set.

Last column: natural (NBO) charge in e.
Element x y z (Å)
1 C -1.445536 -0.256789 -1.005734  -0.630
2 C 0.074875 -0.470615 -0.881192  -0.164
3 C 0.320136 -1.721349 -0.067450  0.439
4 O 1.304232 -1.970665 0.569161  -0.506
5 N 0.799498 0.686954 -0.376234  -0.632
6 C 0.776635 0.819632 1.069689  0.102
7 O 0.676533 2.199700 1.358526  -0.724
8 H -1.680156 0.773086 -1.243778  0.221
9 H -1.952192 -0.530608 -0.080606  0.208
10 H -1.872984 -0.899951 -1.771401  0.216
11 H 0.500719 -0.700315 -1.863243  0.226
12 H -0.455514 -2.491407 -0.273799  0.105
13 H 0.457312 1.580043 -0.719668  0.378
14 H 1.691257 0.378896 1.470775  0.167
15 H -0.090145 0.310561 1.521321  0.121
16 H 0.895329 2.292826 2.293639  0.474

Forces on atoms 1 to 3 (eV/Å):
C 0.057 -0.431 0.078
C -0.325 0.913 0.140
C 0.401 -0.371 -1.108

Calculated values
SMILES: C[C@H](C=O)NCO
Highest occupied orbital energy, eV: -8.9801
Charge: 0